Density functional theory data (ωB97M-V/def2-TZVPD) for a 2-piece molecular cluster, C5H14NO overall.

```
21
Properties=species:S:1:pos:R:3
H -0.4864 -1.0018 2.7971
H 1.5227 1.2548 2.3895
C -1.4825 -0.6205 -0.5355
H 0.9523 0.2578 0.1411
C 0.5497 0.7950 2.2470
C 0.2147 0.8221 0.7218
H -0.8767 -1.5264 -0.4463
H 1.9340 -0.8078 -4.6251
H 0.2732 1.8687 0.4070
H -2.5508 -0.8307 -0.5879
N 1.3056 -0.3315 -4.0058
H -1.8992 0.7770 1.1298
H -1.1510 0.9284 -1.7821
C -1.1125 0.3275 0.5254
H 0.7194 0.3687 -4.4264
O -1.0439 -0.0319 -1.7620
H 1.0307 -1.2896 2.0296
H 1.0124 -0.7814 3.7151
C 0.5376 -0.6452 2.7533
H 0.7189 -0.9513 -3.4685
H -0.1680 1.4182 2.7828
```

The calculation puts the energy above the lowest of the compared OMol25 structures with the same formula, charge and spin at 91.9 kcal/mol. The calculation puts the HOMO energy at -12.31 eV. The strongest force on any atom is 0.0228 Eh/bohr. For the HOMO-LUMO gap, the calculation gives 5.0 eV. As for the total charge: +1.